Here is 2 unconnected molecules or ions with the total composition C6H5NO2 at a distorted geometry from the OMol25 dataset. Energies are from ωB97M-V with the def2-TZVPD basis set.

Last column: natural (NBO) charge in e.
Atoms and positions in Å:
C  -0.71  -1.42  -0.05  -0.619
C  0.36  -2.04  0.72  0.092
C  -0.51  -0.24  -0.55  0.052
C  1.67  -0.26  0.11  0.421
C  -3.70  1.71  -0.70  1.027
C  2.51  0.95  -0.08  -0.728
N  1.49  -1.36  0.76  -0.450
O  -3.38  2.46  -1.48  -0.503
O  -4.04  0.94  0.09  -0.524
H  -1.73  -1.72  0.13  0.254
H  0.13  -2.81  1.39  0.199
H  2.65  1.47  0.87  0.246
H  1.82  1.67  -0.63  0.276
H  3.44  0.65  -0.59  0.257

Gap between HOMO and LUMO (spin up / spin down) ... 7.0 / 6.8 eV
Maximum force ... 3.5 eV/Å
Charge ... 0
LUMO (spin up / spin down) ... -1.09 / -1.18 eV
Energy relative to the best compared isomer or geometry (same formula, charge and spin) ... 647.8 kJ/mol